{
  "formula": "C36H32BF4O22",
  "method": "the ωB97M-V functional and the def2-TZVPD basis",
  "symbols": ["B", "F", "F", "F", "F", "C", "C", "C", "O", "C", "C", "C", "O", "O", "O", "H", "H", "H", "H", "C", "C", "C", "O", "C", "C", "C", "O", "O", "O", "H", "H", "H", "H", "C", "C", "C", "O", "C", "C", "C", "O", "O", "O", "H", "H", "H", "H", "C", "C", "C", "O", "C", "C", "C", "O", "O", "O", "H", "H", "H", "H", "C", "C", "C", "O", "C", "C", "C", "O", "O", "O", "H", "H", "H", "H", "C", "C", "O", "C", "H", "H", "H", "H", "H", "H", "C", "C", "O", "C", "H", "H", "H", "H", "H", "H"],
  "coordinates": [[12.0730, 29.4500, 4.2480], [12.3020, 28.9950, 5.5420], [10.9840, 28.7770, 3.7310], [11.7720, 30.7810, 4.3850], [13.1770, 29.2770, 3.5350], [15.1970, 30.3580, -2.4750], [16.0870, 31.5720, -3.0100], [16.2680, 32.8210, -2.1760], [16.8280, 33.7380, -2.6070], [15.7470, 32.7360, -0.8250], [15.0510, 31.5320, -0.2450], [14.6880, 30.3540, -1.1350], [14.0980, 29.3840, -0.6750], [15.1000, 31.1830, 1.1400], [16.5360, 31.5450, -4.2950], [15.1380, 29.4810, -3.1120], [15.9380, 33.4120, -0.2290], [14.5500, 30.3800, 1.2730], [16.8540, 32.4050, -4.4490], [10.0030, 31.4990, 9.2750], [10.8450, 30.3060, 8.6340], [12.0840, 29.8000, 9.2380], [12.8280, 29.1100, 8.6750], [12.3370, 30.3600, 10.6440], [11.3430, 31.3810, 11.3150], [10.2710, 32.0390, 10.5590], [9.5950, 33.0030, 11.0160], [11.2570, 31.3890, 12.6800], [10.4520, 29.8410, 7.4000], [9.0700, 31.8450, 8.8020], [13.0250, 29.7910, 11.3320], [11.6570, 30.6570, 13.0390], [11.1990, 29.4690, 6.9310], [14.2860, 25.1250, 1.1660], [14.5630, 26.2010, 2.1020], [15.6980, 27.0700, 2.0470], [15.8870, 27.8970, 2.8960], [16.5900, 26.8320, 1.0480], [16.5420, 25.6820, 0.1310], [15.3710, 24.6150, 0.3750], [15.3900, 23.5460, -0.2140], [17.2510, 25.6900, -1.1330], [13.4990, 26.6260, 3.0220], [13.3630, 24.6260, 1.2570], [17.1330, 27.6840, 0.7420], [17.8740, 26.4500, -1.2580], [13.7980, 27.5450, 3.2800], [8.1360, 23.8680, 4.7760], [8.9410, 23.3800, 3.6420], [10.1310, 24.0270, 3.1300], [10.6680, 23.6590, 2.1450], [10.3900, 25.3460, 3.6800], [9.5880, 25.8690, 4.9300], [8.6250, 25.1310, 5.5440], [7.9740, 25.3910, 6.5230], [9.7060, 27.2080, 5.4240], [8.5880, 22.2390, 2.8050], [7.1370, 23.4970, 5.0540], [10.9020, 26.1350, 3.2240], [10.3330, 27.6640, 4.8940], [9.2740, 22.1370, 2.2980], [14.2470, 33.0150, 8.8140], [13.1120, 32.8820, 7.7330], [11.9470, 33.7840, 7.5810], [11.1660, 33.6740, 6.7250], [11.8720, 34.7320, 8.7260], [12.9030, 34.8130, 9.8620], [14.1190, 34.0310, 9.8040], [14.9260, 34.2460, 10.6110], [12.7000, 35.5200, 10.9890], [13.2600, 32.0110, 6.6900], [15.0280, 32.5520, 8.6540], [10.9830, 35.5130, 8.8270], [11.7080, 35.8380, 11.0240], [12.3760, 31.7070, 6.7270], [8.3860, 30.5110, 3.2030], [7.0710, 30.7930, 3.9110], [6.0560, 31.3450, 3.3040], [7.1070, 30.7190, 5.4050], [8.7870, 29.4590, 3.3840], [9.2530, 31.2560, 3.4620], [8.3890, 30.7040, 2.0510], [7.3320, 29.7910, 5.6530], [6.0880, 31.0310, 5.8730], [7.9140, 31.3700, 5.9000], [16.3110, 32.7350, 5.5750], [16.3890, 31.3330, 6.3430], [17.0670, 31.1690, 7.3730], [15.7950, 30.1800, 5.7150], [15.9670, 32.3610, 4.5590], [17.2830, 33.1870, 5.7120], [15.6400, 33.2790, 5.8640], [16.3840, 29.8370, 5.1010], [14.8300, 30.5320, 5.2660], [15.3910, 29.5500, 6.5610]],
  "mulliken_charge": [0.635, -0.689, -0.507, -0.515, -0.145, -0.824, 0.278, 0.825, -0.526, -1.324, 0.327, 0.800, -0.566, -0.281, -0.483, 0.437, 0.773, 0.229, 0.335, -0.600, -0.038, 1.033, -0.481, -0.842, 0.554, 0.647, -0.686, -0.434, -0.111, 0.384, 0.229, 0.320, 0.183, -1.014, 0.455, 0.681, -0.552, -0.580, 0.542, 0.354, -0.532, -0.490, -0.248, 0.657, 0.287, 0.339, 0.138, -0.877, -0.031, 0.900, -0.582, -0.468, 0.176, 0.619, -0.519, -0.381, -0.520, 0.377, 0.558, 0.434, 0.315, -1.224, 0.038, 0.955, -0.534, -0.748, 0.701, 0.363, -0.526, -0.523, 0.063, 1.136, 0.107, 0.392, -0.239, -0.413, 0.693, -0.628, -0.851, 0.001, 0.119, 0.315, 0.371, 0.286, 0.125, -1.024, 0.894, -0.661, -1.173, 0.221, 0.382, 0.309, 1.093, -0.108, 0.111],
  "multiplicity": 1,
  "de_lowest_kcal_mol": 118.24,
  "total_charge": -1,
  "fmax_ev_per_a": 14.156,
  "homo_ha": -0.2548,
  "mol_weight_da": 903.4
}